(1)
{
  "formula": "C9H10BrP",
  "method": "ωB97M-V/def2-TZVPD",
  "mol_weight_g_mol": 229.1,
  "total_charge": 0,
  "gap_ha": 0.2985,
  "largest_force_ev_per_a": 6.17,
  "energy_ha": -3264.165929,
  "multiplicity": 1,
  "de_lowest_kcal_mol": 33.95,
  "symbols": ["H", "Br", "H", "C", "C", "C", "H", "H", "C", "H", "H", "H", "P", "C", "H", "C", "H", "C", "H", "C", "C"],
  "xyz": [[-1.25563, 0.32181, 2.24093], [0.34389, -2.35623, -4.00551], [1.71453, 1.87011, -0.38330], [0.65674, 2.49189, 2.16954], [-1.02256, 0.72483, 1.23842], [-0.83116, -2.93090, -0.32268], [-0.08262, -3.36392, -0.96378], [-0.28492, 2.65727, 2.77560], [0.43005, 0.36582, -0.87619], [1.47508, 2.06626, 2.99941], [0.95741, 3.37944, 1.79953], [-1.61286, -3.77281, -0.18848], [-1.40747, -1.45606, -1.40950], [-0.60557, -0.31572, -0.32650], [1.68499, 0.24016, -2.75784], [0.90659, 1.37704, -0.00613], [-1.91079, 1.21991, 0.87051], [0.16043, -1.30195, -2.41324], [-0.40249, -2.51871, 0.55930], [0.23798, 1.51536, 1.14672], [0.84838, -0.21357, -2.14683]],
  "lowdin_charge": [0.10, 0.62, 0.09, -0.07, 0.01, -0.26, 0.00, 0.09, -0.30, 0.15, 0.02, 0.06, 0.96, -0.29, 0.14, -0.03, 0.09, -0.90, 0.01, -0.34, -0.16]
}

=====

(2)
{
  "formula": "C9H10Cl2Si",
  "method": "ωB97M-V/def2-TZVPD",
  "mol_weight_g_mol": 217.2,
  "total_charge": 0,
  "gap_ha": 0.2744,
  "largest_force_ev_per_a": 4.90,
  "energy_ha": -1558.775196,
  "multiplicity": 1,
  "de_lowest_kcal_mol": 89.44,
  "symbols": ["H", "C", "Cl", "H", "C", "H", "C", "C", "H", "Si", "C", "H", "H", "H", "H", "C", "C", "H", "Cl", "C", "H", "C"],
  "xyz": [[1.73787, -1.04258, -1.19101], [-1.90167, 1.46404, 1.29761], [-1.93076, -1.71004, 2.21421], [2.71022, -1.91506, -0.13104], [-0.44205, 1.41768, -0.59049], [0.92329, -4.33548, 0.37216], [-0.91129, 2.70946, -0.99178], [-2.47228, 2.61612, 0.81260], [-0.51312, 3.30419, -1.86891], [-0.51904, -0.97947, 1.06170], [0.58546, -2.22698, 0.38138], [1.75003, -2.89449, -1.31551], [-0.29933, -3.92712, 1.36567], [-1.96627, 1.02327, 2.32804], [0.22972, 1.02481, -1.37775], [1.75841, -2.06389, -0.53352], [0.56002, -3.56388, 0.94145], [-2.32020, 4.22192, -0.76709], [1.82653, -3.73761, 2.34983], [-0.88272, 0.81079, 0.57592], [-3.36188, 2.99114, 1.31033], [-1.99347, 3.28098, -0.33285]],
  "lowdin_charge": [0.10, -0.15, 0.45, 0.03, -0.10, 0.03, -0.08, -0.08, 0.12, 0.43, -0.54, 0.10, 0.01, 0.09, 0.10, -0.17, -0.57, 0.10, 0.42, -0.33, 0.10, -0.08]
}

=====

(3)
{
  "formula": "C9H10ClNO2S",
  "method": "ωB97M-V/def2-TZVPD",
  "mol_weight_g_mol": 231.7,
  "total_charge": 0,
  "gap_ha": [0.3026, 0.2670],
  "largest_force_ev_per_a": 4.18,
  "energy_ha": -1412.380312,
  "multiplicity": 1,
  "de_lowest_kcal_mol": 91.16,
  "symbols": ["H", "O", "S", "C", "C", "H", "Cl", "C", "C", "H", "C", "N", "C", "H", "H", "H", "O", "C", "H", "H", "C", "H", "H", "C"],
  "xyz": [[-1.55948, 2.88044, 0.93434], [-2.87621, -1.19402, 0.94748], [-1.67701, -0.40204, 0.95523], [3.45980, -0.65739, 0.08512], [-2.90214, 1.08665, -1.04535], [4.53954, -0.32114, 0.09437], [3.11186, 1.92817, 0.78756], [2.53401, 0.35205, 0.38051], [0.66031, -1.14502, -0.06848], [1.38043, -3.12288, -0.74240], [-1.87708, 1.05743, -0.00176], [-0.69555, -1.31487, -0.06194], [1.59480, -2.14637, -0.36278], [-3.48099, 0.21472, -1.02739], [3.55673, -2.64282, -0.71806], [-0.56431, 2.60107, -0.51035], [-1.02624, -0.07187, 2.16358], [2.91258, -1.93789, -0.14369], [-3.48679, 2.07967, -0.95648], [-2.44987, 1.09419, -2.04537], [-1.00138, 2.11858, 0.34978], [-1.09787, -2.29437, -0.35738], [-0.24599, 1.78298, 0.99420], [1.19084, 0.05471, 0.34924]],
  "lowdin_charge": [0.12, -0.30, 0.64, -0.11, -0.07, 0.12, 0.68, -0.69, -0.32, 0.11, -0.37, -0.07, -0.05, 0.05, 0.12, 0.10, -0.25, -0.10, 0.13, 0.09, -0.11, 0.19, 0.03, 0.06]
}

=====

(4)
{
  "formula": "C9H10N2",
  "method": "ωB97M-V/def2-TZVPD",
  "mol_weight_g_mol": 146.2,
  "total_charge": 0,
  "gap_ha": 0.3030,
  "largest_force_ev_per_a": 4.44,
  "energy_ha": -458.354380,
  "multiplicity": 1,
  "de_lowest_kcal_mol": 72.81,
  "symbols": ["H", "C", "C", "H", "H", "H", "H", "H", "N", "C", "C", "H", "C", "N", "H", "C", "C", "H", "H", "C", "C"],
  "xyz": [[1.29116, 1.35011, 0.79938], [0.03809, 3.36976, 0.89538], [0.58378, -0.54016, 0.37698], [-1.68072, 0.60786, -1.01349], [-1.84120, -2.54065, -1.08272], [2.66302, -0.82773, 0.58144], [-1.79316, 2.62510, 0.12174], [-2.57771, 0.05688, 0.41369], [-0.78985, 1.15406, 0.83070], [1.63898, -2.42000, -0.57114], [0.40161, -2.82575, -1.13055], [0.96881, 3.08251, 1.22912], [-0.64011, -0.97410, -0.14588], [0.52572, 0.67566, 0.94056], [-0.14736, 4.39939, 0.76377], [-0.77153, -2.12558, -0.84369], [-0.88162, 2.46617, 0.63913], [2.46995, -2.88964, -1.02808], [0.42473, -3.62976, -1.82599], [1.71467, -1.22548, 0.05936], [-1.59727, 0.21135, -0.00970]],
  "lowdin_charge": [0.14, 0.01, -0.26, 0.12, 0.15, 0.15, 0.11, 0.12, -0.12, -0.09, -0.09, 0.01, -0.16, 0.07, 0.04, -0.06, -0.23, 0.09, 0.08, -0.05, -0.04]
}

=====

(5)
{
  "formula": "C9H10N2",
  "method": "ωB97M-V/def2-TZVPD",
  "mol_weight_g_mol": 146.2,
  "total_charge": 2,
  "gap_ha": [0.2056, 0.2794],
  "largest_force_ev_per_a": 4.35,
  "energy_ha": -457.591105,
  "multiplicity": 1,
  "de_lowest_kcal_mol": 82.64,
  "symbols": ["H", "C", "H", "H", "H", "N", "C", "C", "H", "H", "C", "C", "C", "C", "N", "H", "H", "H", "H", "C", "C"],
  "xyz": [[5.30350, -0.05317, 0.02723], [-3.34382, 0.00830, 0.30511], [-1.57470, -1.87278, 1.17878], [4.14683, 0.97973, 1.96765], [0.68635, 1.73457, -1.32926], [4.20829, 0.13702, 0.09467], [0.87645, -0.15944, -0.30946], [0.14565, -1.16697, 0.48400], [3.63305, -1.24795, -1.46585], [-3.61904, -0.86745, 0.78823], [-1.21458, 1.05611, -0.49161], [0.10700, 0.96105, -0.83352], [-1.91501, 0.05604, 0.21296], [-1.13933, -1.00046, 0.78053], [2.15356, -0.20059, -0.44430], [-3.92956, 0.90824, 0.67459], [-1.67952, 2.06325, -0.94457], [0.74240, -1.97445, 0.81605], [-3.81719, 0.05188, -0.68733], [3.32784, -0.48718, -0.79918], [3.58462, 0.72047, 1.07817]],
  "lowdin_charge": [0.25, 0.02, 0.14, 0.11, 0.14, 0.04, -0.17, 0.08, 0.17, 0.08, 0.03, 0.07, -0.16, 0.03, 0.18, 0.17, 0.20, 0.13, 0.14, 0.03, 0.30]
}

=====

(6)
{
  "formula": "C9H10N2O",
  "method": "ωB97M-V/def2-TZVPD",
  "mol_weight_g_mol": 162.2,
  "total_charge": 0,
  "gap_ha": [0.2493, 0.2272],
  "largest_force_ev_per_a": 5.23,
  "energy_ha": -533.464855,
  "multiplicity": 1,
  "de_lowest_kcal_mol": 175.39,
  "symbols": ["C", "C", "H", "H", "H", "C", "H", "N", "H", "N", "H", "C", "H", "C", "H", "C", "C", "C", "H", "C", "O", "H"],
  "xyz": [[0.22269, 0.64355, -2.71859], [-0.46293, 1.27380, -1.56674], [-1.69999, 2.91359, -1.01049], [-2.31596, 1.13126, 3.32235], [2.17226, -1.89594, 1.53263], [-0.65654, 0.03181, 2.74290], [1.88344, -1.60171, -0.72106], [0.33323, -0.31428, -0.07503], [-1.22798, 2.79579, -2.79757], [-0.39716, 0.75410, -0.31459], [1.82607, -0.81557, -3.07228], [0.32524, -0.90053, 1.09363], [0.88495, -2.94820, 0.91204], [1.09240, -2.07766, 1.53858], [0.80907, -2.32944, 2.55745], [-1.76695, 0.66276, 2.51363], [1.15930, -0.41874, -2.32215], [1.18736, -0.85513, -1.06491], [-0.06606, -0.18518, 3.60474], [-1.17970, 2.40310, -1.79896], [0.05698, 0.96224, -3.88199], [-2.17972, 0.77038, 1.52641]],
  "lowdin_charge": [-0.37, -0.31, 0.05, 0.06, 0.09, 0.02, 0.11, -0.14, 0.06, 0.09, 0.12, -0.08, 0.08, -0.10, 0.07, -0.06, 0.05, 0.00, 0.05, 0.09, 0.08, 0.04]
}

=====

(7)
{
  "formula": "C9H10N2O2",
  "method": "ωB97M-V/def2-TZVPD",
  "mol_weight_g_mol": 178.2,
  "total_charge": 0,
  "gap_ha": [0.2542, 0.2553],
  "largest_force_ev_per_a": 0.90,
  "energy_ha": -608.847374,
  "multiplicity": 1,
  "de_lowest_kcal_mol": 72.37,
  "symbols": ["O", "C", "N", "H", "N", "H", "O", "H", "H", "C", "C", "H", "H", "H", "C", "H", "H", "C", "C", "C", "H", "C", "C"],
  "xyz": [[-1.37889, 0.49865, -1.71498], [-1.83006, 0.16750, -0.63153], [-2.43744, 2.21414, 0.05886], [3.47906, 0.80366, 1.58789], [-2.25645, 0.92899, 0.38167], [-3.23479, -1.13875, 1.13035], [-2.92956, -1.79999, 0.49590], [2.67935, -0.60705, -2.36527], [1.17770, 0.24311, 2.25174], [-1.78518, -1.32664, -0.10901], [0.61926, -0.53391, 0.32811], [-2.55839, 2.83024, 0.84665], [-0.99596, -0.55344, 1.75471], [-1.50997, -1.99880, -0.91595], [2.80197, 0.36208, 0.87084], [0.40401, -1.20561, -1.71149], [-1.91363, 2.55041, -0.74798], [-0.72176, -0.79809, 0.73725], [2.35372, -0.43290, -1.35030], [3.22482, 0.13184, -0.43206], [4.22878, 0.39565, -0.72911], [1.06829, -0.77562, -0.98097], [1.51513, 0.04453, 1.24466]],
  "lowdin_charge": [0.03, -0.56, 0.06, 0.10, 0.02, 0.10, 0.02, 0.11, 0.11, -0.28, -0.21, 0.10, 0.13, 0.16, -0.08, 0.11, 0.10, 0.05, -0.06, -0.07, 0.10, -0.01, -0.02]
}

=====

(8)
{
  "formula": "C9H10N2O2",
  "method": "ωB97M-V/def2-TZVPD",
  "mol_weight_g_mol": 178.2,
  "total_charge": 0,
  "gap_ha": 0.3455,
  "largest_force_ev_per_a": 4.72,
  "energy_ha": -608.885078,
  "multiplicity": 1,
  "de_lowest_kcal_mol": 48.71,
  "symbols": ["H", "C", "H", "C", "H", "H", "C", "C", "C", "H", "H", "H", "H", "O", "C", "C", "N", "H", "H", "C", "C", "N", "O"],
  "xyz": [[1.98678, -1.59481, -0.58326], [0.43744, -1.07341, 3.25383], [2.80209, -0.14946, -0.09904], [0.93460, -0.43589, 1.06919], [0.69033, -1.51921, 4.17580], [-2.17993, 0.53117, 1.89964], [-1.27343, -0.04217, 2.02746], [-0.17522, -0.03366, -1.35266], [-0.83554, -0.54868, 3.18273], [2.36553, -1.31977, 2.35907], [-1.63882, -0.47542, 3.96272], [1.13214, 1.14654, -3.36655], [-2.31239, 0.97005, -1.46890], [1.17099, 0.18904, -1.16539], [-0.68126, 0.74671, -2.56768], [1.35405, -0.97530, 2.20810], [-1.92628, 1.14494, -2.45793], [-0.41834, -1.14427, -1.40106], [-0.10264, 1.83203, -4.10492], [-0.35902, 0.01107, 0.98262], [1.80630, -0.53530, -0.13866], [0.17421, 0.88985, -3.61642], [-0.83446, 0.41089, -0.18994]],
  "lowdin_charge": [0.16, -0.07, 0.12, -0.16, 0.09, 0.13, -0.01, -0.30, -0.10, 0.13, 0.13, 0.09, 0.08, -0.07, -0.43, -0.03, 0.12, 0.19, 0.15, -0.22, -0.11, 0.11, 0.00]
}